# 1
{
  "formula": "C43H46N2O12P",
  "method": "ωB97M-V with the def2-TZVPD basis set",
  "elements": ["H", "H", "N", "C", "C", "C", "C", "H", "C", "H", "C", "C", "C", "H", "O", "O", "C", "H", "C", "H", "H", "C", "H", "H", "O", "H", "H", "H", "O", "H", "N", "O", "H", "C", "C", "O", "C", "C", "H", "C", "H", "O", "C", "C", "O", "H", "C", "H", "C", "H", "C", "H", "H", "C", "H", "H", "C", "C", "H", "C", "H", "C", "H", "H", "H", "H", "H", "C", "H", "H", "O", "C", "C", "P", "H", "H", "H", "C", "H", "C", "C", "C", "C", "H", "O", "O", "H", "H", "C", "H", "C", "C", "C", "C", "H", "H", "C", "C", "O", "H", "C", "C", "H", "H"],
  "coordinates": [[1.32, -2.91, 0.75], [9.18, -3.82, -7.19], [0.21, -1.07, -1.37], [7.19, -0.97, 4.63], [4.60, -3.69, -3.24], [-11.39, 7.00, 2.75], [-0.60, -0.60, 1.54], [4.92, -3.62, 4.64], [-4.53, 4.03, 2.46], [-7.57, 5.69, 2.87], [6.48, -0.08, 3.93], [-4.48, 3.36, 3.61], [0.60, -3.35, -0.06], [6.31, -4.70, -11.21], [5.15, -3.32, -2.21], [2.77, -4.92, -6.69], [3.32, -4.55, -5.66], [-0.08, -4.24, 0.37], [1.20, 1.26, -1.17], [-2.35, 0.13, 5.14], [2.67, -2.77, -2.77], [8.59, -3.98, -8.08], [-0.83, -3.52, -2.57], [3.23, -0.56, -1.78], [4.49, 0.42, 2.78], [1.16, -3.81, -0.99], [6.36, -4.72, -4.03], [8.18, -0.76, 5.02], [-9.40, 6.50, 3.90], [-1.88, -2.46, 1.14], [-0.40, -1.45, 2.81], [-12.20, 10.05, 1.11], [-2.37, -1.03, -0.01], [-6.75, 5.04, 3.13], [6.91, -4.55, -10.32], [-5.52, 2.87, 5.67], [-0.47, -0.66, 3.93], [-3.56, 0.32, 2.25], [-9.83, 10.54, 2.04], [-1.43, -1.55, 0.50], [-2.60, -1.52, 4.26], [-5.71, 5.53, 1.07], [7.98, -3.54, -10.42], [6.68, -5.22, -9.18], [8.18, -2.93, -11.46], [2.04, 1.84, -0.60], [2.59, -3.76, -4.64], [0.49, 0.65, 5.60], [-11.55, 9.24, 1.75], [-3.66, 2.71, 3.87], [-12.09, 7.89, 2.04], [-3.75, 3.95, 1.71], [-2.31, 1.24, -0.26], [-9.50, 8.66, 2.97], [0.42, 1.47, 3.89], [1.56, -3.52, -4.86], [-10.21, 9.55, 2.26], [7.51, -4.99, -7.98], [-2.08, -3.73, -1.10], [6.65, -2.32, 4.93], [3.61, -1.96, 3.33], [-6.70, 4.37, 4.29], [2.96, -1.90, -0.34], [-1.49, -1.50, 5.84], [3.40, -0.11, 0.04], [1.57, 1.13, -2.30], [6.86, 0.91, 3.70], [-1.42, -2.98, -1.72], [-11.77, 6.01, 2.97], [-2.14, -2.12, -2.12], [7.29, -3.13, 5.57], [4.73, -4.88, -5.38], [-5.67, 4.92, 2.13], [-1.76, 0.92, 1.90], [-7.48, 4.45, 5.03], [9.60, -2.57, -9.31], [-8.51, 8.88, 3.35], [-5.56, 3.49, 4.61], [5.25, -5.47, -6.13], [1.21, -0.29, -0.55], [-0.43, -2.21, -0.62], [-1.81, -0.89, 4.90], [8.81, -3.31, -9.22], [-3.83, 0.50, 3.40], [0.73, -1.43, -2.55], [7.31, -5.60, -6.95], [1.78, -0.70, 1.64], [1.01, 1.00, 1.33], [3.19, -3.36, -3.52], [-3.62, -0.83, 2.08], [5.30, -2.63, 4.42], [0.90, -0.16, 1.05], [0.64, 0.44, 4.44], [5.33, -4.48, -4.25], [-4.36, 0.88, 1.55], [0.14, 1.77, -1.14], [5.13, -0.40, 3.42], [4.59, -1.74, 3.71], [-1.94, 1.90, 0.43], [-13.08, 7.68, 1.66], [2.78, -0.80, -0.70], [-10.04, 7.32, 3.26], [5.90, -5.96, -9.10], [1.76, 0.10, 4.33]],
  "mulliken_spin": [-0.002, 0.000, 0.359, 0.000, 0.006, 0.000, -0.018, 0.000, 0.000, 0.000, 0.000, 0.000, 0.025, 0.000, 0.000, 0.000, -0.001, 0.001, 0.021, 0.000, -0.010, 0.000, -0.001, -0.002, 0.000, -0.001, 0.000, 0.000, 0.000, -0.002, -0.001, 0.000, -0.003, 0.000, 0.000, 0.000, 0.000, 0.000, 0.000, 0.042, 0.000, 0.000, 0.000, 0.000, 0.000, 0.000, 0.007, 0.000, 0.000, 0.000, 0.000, 0.000, 0.001, 0.000, 0.000, 0.002, 0.000, 0.000, 0.000, 0.000, 0.000, 0.000, 0.003, 0.000, -0.003, -0.001, 0.000, -0.001, 0.000, 0.001, 0.000, 0.000, 0.000, 0.001, 0.000, 0.000, 0.000, 0.000, 0.000, -0.017, 0.000, 0.000, 0.000, 0.000, 0.557, 0.000, -0.002, 0.004, 0.001, 0.000, 0.000, 0.016, 0.000, 0.000, 0.000, -0.003, 0.000, 0.000, 0.001, 0.000, 0.021, 0.000, 0.000, 0.000],
  "spin_multiplicity": 2,
  "s2": 0.7544,
  "homo_energy_ev": [-8.2, -8.2],
  "e_lumo_ev": [-1.88, -1.88],
  "homo_lumo_gap_ev": [6.28, 6.28]
}

***

# 2
{
  "formula": "C6H8IN6O5SV",
  "method": "ωB97M-V with the def2-TZVPD basis set",
  "elements": ["H", "C", "C", "O", "H", "H", "H", "H", "N", "H", "I", "V", "O", "C", "H", "O", "C", "O", "N", "H", "C", "C", "N", "O", "S", "N", "N", "N"],
  "coordinates": [[-2.92, -1.48, 2.23], [-0.93, -1.48, 1.90], [-0.16, 2.99, -1.18], [0.03, -1.68, 1.08], [2.66, -0.81, -1.48], [0.32, -1.35, 3.61], [-1.42, -1.21, 3.98], [3.94, -1.06, 0.37], [1.09, 3.87, 0.90], [2.49, -2.35, -0.99], [-0.47, 1.15, 3.16], [0.24, -0.92, -0.70], [-1.06, 1.20, -2.39], [0.55, 3.48, -0.04], [2.63, -1.61, 1.22], [-1.71, -0.89, -1.25], [-0.28, 1.66, -1.33], [0.16, -0.92, -2.62], [0.28, 0.72, -0.53], [-2.44, -1.90, 0.62], [-0.78, 3.91, -2.10], [-0.64, -0.98, 3.27], [2.28, -1.38, -0.73], [-2.07, -0.55, -3.69], [-1.25, -0.38, -2.57], [-1.28, 4.64, -2.83], [2.93, -0.99, 0.49], [-2.18, -1.69, 1.57]],
  "mulliken_spin": [0.000, -0.010, -0.090, 0.014, 0.003, 0.000, 0.000, 0.001, -0.038, 0.003, -0.001, 1.389, -0.002, 0.009, -0.001, -0.003, 0.071, -0.013, -0.298, 0.001, 0.014, -0.001, -0.020, 0.001, 0.010, -0.046, 0.003, 0.004],
  "spin_multiplicity": 2,
  "s2": 0.8604,
  "homo_energy_ev": [-12.7, -12.7],
  "charge": 1,
  "de_lowest_kj_mol": 0.0,
  "e_lumo_ev": [-5.27, -4.24],
  "homo_lumo_gap_ev": [7.43, 8.49]
}

***

# 3
{
  "formula": "C14H37F4N3P",
  "method": "ωB97M-V with the def2-TZVPD basis set",
  "elements": ["H", "H", "H", "H", "H", "H", "H", "H", "H", "H", "F", "C", "N", "H", "H", "N", "C", "H", "C", "C", "H", "C", "H", "H", "H", "F", "H", "C", "C", "H", "P", "H", "H", "C", "N", "H", "H", "H", "F", "H", "C", "C", "H", "H", "H", "C", "H", "H", "F", "H", "H", "H", "H", "H", "C", "C", "H", "C", "H"],
  "coordinates": [[-0.91, -3.88, 0.10], [-1.16, 2.28, -1.20], [-2.02, 2.13, 1.97], [-0.72, 1.31, 3.90], [-1.74, -1.63, 4.50], [-2.50, 3.91, -0.85], [0.26, 1.27, -0.96], [-1.50, -3.33, 4.08], [1.05, 2.51, 0.90], [0.43, -1.87, 3.44], [-0.21, -1.41, -2.69], [-1.27, -3.19, 0.86], [-0.61, 3.64, 1.41], [2.68, -2.34, -2.58], [2.47, -2.79, -4.62], [4.20, -0.60, -2.91], [-1.23, 2.77, 2.40], [3.78, -0.42, -2.00], [-1.64, -2.33, 3.67], [1.32, -1.35, 0.34], [-1.73, 3.42, 3.14], [-1.49, 4.68, 0.93], [0.57, 2.48, 3.57], [4.34, -2.79, -3.81], [4.26, 0.27, -3.42], [1.69, 0.04, -5.18], [-2.58, -2.32, 3.11], [1.66, -0.65, -3.98], [-0.23, 1.89, 3.12], [3.77, -1.23, -5.08], [3.26, -1.82, -3.84], [-0.89, 5.36, 0.31], [-2.20, -1.20, 0.88], [-2.74, 4.27, 0.14], [-0.16, -2.90, 1.75], [1.89, -2.72, 1.89], [1.01, -0.48, 0.93], [-0.62, -0.93, 2.41], [1.56, 0.33, -3.00], [0.49, -2.48, -4.23], [1.12, -2.66, 1.11], [-0.45, -1.94, 2.80], [-1.81, 5.27, 1.80], [-2.92, -2.34, -0.26], [0.79, -1.34, -0.60], [0.18, 2.95, 0.40], [0.23, 1.17, 2.43], [1.32, -3.49, 0.43], [-0.62, -0.91, -4.79], [0.59, 3.72, -0.26], [-1.08, 1.17, 0.18], [-3.40, 5.13, 0.02], [-2.03, -3.75, 1.43], [2.38, -1.22, 0.11], [-1.97, -2.01, 0.17], [0.33, -1.44, -3.95], [-1.37, -1.59, -0.63], [-0.49, 1.86, -0.44], [-3.31, 3.49, 0.66]],
  "lowdin_charge": [0.115, 0.061, 0.101, 0.070, 0.065, 0.056, 0.061, 0.075, 0.102, 0.119, 0.012, -0.242, -0.201, -0.032, -0.060, -0.249, -0.274, -0.029, -0.092, -0.076, 0.114, -0.258, 0.081, -0.081, -0.012, -0.018, 0.062, -0.552, -0.089, -0.039, 0.320, 0.109, 0.057, -0.088, -0.197, 0.106, 0.048, 0.078, -0.021, 0.118, -0.237, -0.282, 0.105, 0.072, 0.041, -0.232, 0.038, 0.112, 0.033, 0.115, 0.058, 0.066, 0.097, 0.070, -0.076, -0.338, 0.043, -0.067, 0.064],
  "homo_energy_ev": -4.2,
  "charge": -1,
  "e_lumo_ev": 2.64,
  "homo_lumo_gap_ev": 6.81
}